A gas-phase ion, CBrClFO2S (charge -1) in a non-equilibrium geometry. Source: the OMol25 dataset; level of theory: the ωB97M-V functional and the def2-TZVPD basis.

Computed properties:
* orbital gap: 0.267 Eh
* ΔE to the lowest compared entry with this formula, charge and spin: 33.4 kJ/mol
* LUMO energy: 0.1181 hartree
* total charge: -1
* E_HOMO: -4.06 eV
* total energy: -3720.876459 hartree

Geometry (Å):
C  0.6971  0.1815  -0.4123
O  -2.2178  0.0575  -0.1920
O  -0.9665  -0.9272  1.6841
F  0.8807  -0.1669  -1.7416
S  -1.1166  -0.8187  0.2880
Cl  0.5797  2.1767  -0.2482
Br  2.1434  -0.5029  0.6220

***

A single C7H14N2 molecule in a non-equilibrium geometry. Source: the OMol25 dataset; level of theory: the ωB97M-V functional and the def2-TZVPD basis.

Computed properties:
* orbital gap: 0.301 Eh
* SMILES: C/C(N)=C/C(C)=C(\C)N
* ΔE to the lowest compared entry with this formula, charge and spin: 73.7 kJ/mol
* LUMO energy: 0.0329 hartree
* E_HOMO: -7.29 eV
* total energy: -384.603820 hartree

Geometry (Å):
C  0.4494  2.0584  -0.5656
C  2.0072  -1.2960  0.6011
C  -2.4268  -1.3092  -1.3042
C  1.0920  1.0393  0.3563
C  1.0223  -0.2796  0.0878
C  -1.3456  -0.8415  -0.3599
N  1.7888  1.5768  1.4305
N  -1.8026  -0.4391  0.8889
C  -0.0551  -0.8259  -0.7409
H  1.8216  0.9302  2.2181
H  1.4011  2.4701  1.7272
H  -1.1098  0.0815  1.4221
H  -2.7055  0.0237  0.8685
H  0.2458  -1.2176  -1.7109
H  1.1045  2.9328  -0.6605
H  0.3378  1.6671  -1.5843
H  -0.5243  2.3862  -0.1966
H  1.5162  -2.1854  1.0042
H  2.6555  -1.6077  -0.2284
H  2.6674  -0.8950  1.3764
H  -3.1250  -0.4880  -1.5030
H  -2.9909  -2.1371  -0.8624
H  -2.0241  -1.6443  -2.2646

***

A molecular structure, C31H50ClPRu in a non-equilibrium geometry. Source: the OMol25 dataset; level of theory: the ωB97M-V functional and the def2-TZVPD basis.

Computed properties:
* orbital gap (alpha / beta): 0.253 / 0.268 Eh
* LUMO energy (alpha / beta): 0.0208 / -0.0309 hartree
* E_HOMO (alpha / beta): -6.32 / -8.14 eV
* ⟨S²⟩: 6.02
* total energy: -2107.369748 hartree
* 2S+1: 5

Geometry (Å):
Ru  1.0559  0.0748  0.1038
P  0.2027  0.6123  -2.1647
Cl  1.5571  2.3367  0.1721
C  -3.0753  -0.9341  -0.1747
H  -2.8481  -0.3067  -1.1040
H  -2.4333  -0.3020  0.6161
C  1.9973  0.8473  -2.6229
C  -0.6932  2.3060  -2.3994
C  2.4645  0.8735  -4.0769
H  2.2202  1.8397  -2.1994
C  3.9745  1.1948  -4.0593
H  2.3024  -0.1172  -4.5241
H  1.9201  1.6145  -4.6920
C  4.8097  0.2919  -3.1295
H  4.3732  1.1076  -5.0789
H  4.1073  2.2390  -3.7341
C  4.2378  0.1278  -1.7584
H  4.8740  -0.7125  -3.5644
H  5.8173  0.6942  -3.0151
C  2.7651  -0.2269  -1.8655
H  4.6842  -0.6796  -1.1542
H  4.2732  1.0486  -1.1505
H  2.5282  -1.2112  -2.2776
H  2.6839  -0.2662  -0.7200
C  -0.4781  -0.5245  -3.5379
C  -2.2064  2.2196  -2.6633
H  -0.5447  2.7284  -1.3903
C  -2.8649  3.6140  -2.7060
H  -2.3686  1.7309  -3.6356
H  -2.6941  1.6056  -1.9019
C  -2.1858  4.5790  -3.6833
H  -3.9250  3.5059  -2.9697
H  -2.8166  4.0454  -1.6982
C  -0.6674  4.6285  -3.4821
H  -2.4215  4.3002  -4.7193
H  -2.6045  5.5837  -3.5463
C  -0.0122  3.2378  -3.4145
H  -0.2077  5.1973  -4.3019
H  -0.4516  5.1616  -2.5457
H  -0.0704  2.7713  -4.4101
H  1.0548  3.3582  -3.1751
C  0.2815  -1.8441  -3.7396
H  -1.4785  -0.7408  -3.1190
C  -0.5523  -2.7973  -4.6206
H  1.2341  -1.6324  -4.2579
H  0.5566  -2.3233  -2.7871
C  -0.8450  -2.1919  -5.9979
H  -0.0209  -3.7523  -4.7311
H  -1.5039  -2.9983  -4.1129
C  -1.4457  -0.7909  -5.8851
H  0.0730  -2.1631  -6.5982
H  -1.5383  -2.8424  -6.5437
C  -0.6432  0.1197  -4.9343
H  -1.4999  -0.3190  -6.8762
H  -2.4707  -0.8735  -5.5000
H  0.3521  0.2870  -5.3692
H  -1.1221  1.1071  -4.8762
C  0.0823  -1.5883  -0.0075
C  -2.6537  -2.1698  -0.2759
H  -0.1050  -2.0489  -1.0661
C  -2.8234  -3.0396  0.9465
H  -2.0117  -2.7441  -1.1725
C  -1.8865  -2.8764  2.1359
H  -3.8095  -2.6706  1.2341
H  -2.8831  -4.0684  0.6523
C  -0.5429  -3.4898  1.8971
H  -1.7026  -1.8066  2.3741
H  -2.2855  -3.3368  3.0527
C  0.4002  -2.8122  0.8997
H  0.0419  -3.6478  2.8176
H  -0.6367  -4.5460  1.5756
H  1.2887  -2.4059  1.3943
H  0.7632  -3.5284  0.1265
C  0.4535  -0.2361  4.8064
C  1.6579  -0.5277  4.1531
C  1.7320  -0.3509  2.7623
C  0.6081  0.1608  2.1177
C  -0.5959  0.5387  2.7283
C  -0.6500  0.2781  4.1239
H  0.3859  -0.4410  5.8765
H  2.5435  -0.9156  4.6656
H  2.6091  -0.5950  2.1747
H  -1.3961  0.9902  2.1622
H  -1.5757  0.4937  4.6842